--- i ---
A structure of composition C2HBrCl3NO2, computed with ωB97M-V/def2-TZVPD.

Last column: Löwdin charge in e.
Geometry (Å):
Cl: -0.04 0.63 -2.43  0.6960
Cl: -1.27 -1.68 0.64  0.6523
H: -1.38 0.86 -0.65  0.1005
N: 0.64 1.26 0.01  -0.4405
Br: -0.68 -2.03 3.52  -0.0278
C: -0.17 -0.90 -0.31  -1.2066
O: 1.79 0.96 -0.24  0.0143
C: -0.40 0.46 -0.68  -0.6783
Cl: 1.28 -1.70 -0.57  0.7676
O: 0.22 2.14 0.71  0.1225

* HOMO level (alpha / beta): -10.919 / -9.126 eV
* HOMO-LUMO gap (alpha / beta): 8.99 / 5.85 eV

--- ii ---
A cluster of 2 separate species, C2HBrCl3NO2 in total, computed with ωB97M-V/def2-TZVPD.

Last column: Löwdin charge in e.
Geometry (Å):
Cl: -0.75 -2.83 2.33  0.6093
Cl: -0.95 0.17 2.62  0.7035
N: -0.27 0.20 -0.15  -0.5565
H: 1.39 -0.91 -0.57  0.0844
Cl: 1.50 -1.04 2.92  0.5627
Br: -0.68 -2.37 -1.10  0.8684
O: -1.50 0.24 -0.32  -0.0548
C: -0.10 -1.25 2.29  -1.6174
O: 0.43 1.08 0.38  -0.0278
C: 0.32 -1.02 -0.46  -0.5719

* HOMO level (alpha / beta): -9.499 / -8.945 eV
* HOMO-LUMO gap (alpha / beta): 8.19 / 6.79 eV

We find i to be the most stable, with the next structure 0.0183 hartree higher.

--- i ---
A cluster of 2 separate species, C3H3I in total, computed with ωB97M-V/def2-TZVPD.

Last column: Löwdin charge in e.
Geometry (Å):
I: -1.81 -1.22 0.88  0.7682
H: -1.25 -0.45 -2.39  0.0660
C: -0.32 -0.28 -0.09  -0.9337
H: 1.85 -0.84 0.66  0.1279
C: 0.33 0.94 0.25  -0.0813
H: 0.14 2.03 0.49  0.1363
C: 1.06 -0.18 0.20  -0.0833

* HOMO level (alpha / beta): -7.149 / -9.363 eV
* HOMO-LUMO gap (alpha / beta): 6.93 / 9.42 eV

--- ii ---
The molecule C3H3I, computed with ωB97M-V/def2-TZVPD.

Last column: Löwdin charge in e.
Geometry (Å):
C: 0.87 -0.66 -0.02  0.1045
I: -0.75 3.16 -0.17  0.7549
C: 0.30 0.30 0.60  -0.3966
H: -1.36 0.60 -0.81  0.0008
C: -0.81 1.07 -0.03  -0.6059
H: 0.55 -1.62 -0.61  0.0851
H: 0.82 0.68 1.41  0.0572

* HOMO level (alpha / beta): -8.101 / -8.785 eV
* HOMO-LUMO gap (alpha / beta): 7.71 / 8.06 eV

We find ii to be the most stable, with the next structure 0.0793 hartree higher.

--- i ---
A cluster of 2 separate species, C2H4ClOP in total, computed with ωB97M-V/def2-TZVPD.

Last column: Löwdin charge in e.
Geometry (Å):
C: -0.09 -0.30 -0.04  -0.6927
H: -1.80 0.64 -0.80  0.0628
P: 0.78 -1.66 -0.03  0.9135
H: 0.59 0.68 0.06  -0.0317
H: -2.08 -0.87 -0.26  -0.0025
C: -1.62 -0.03 0.01  -0.1404
H: -1.68 0.33 1.09  0.1114
Cl: 2.62 1.33 -0.04  0.5635
O: 3.28 -0.11 0.02  -0.7839

* HOMO level (alpha / beta): -9.656 / -8.442 eV
* HOMO-LUMO gap (alpha / beta): 8.32 / 6.49 eV

--- ii ---
The molecule C2H4ClOP, computed with ωB97M-V/def2-TZVPD.

Last column: Löwdin charge in e.
Geometry (Å):
H: -1.87 1.20 0.62  0.0906
H: -0.16 1.59 0.25  0.0082
H: -1.05 1.03 -1.15  0.0175
O: -1.13 -1.93 0.26  -0.3802
H: 1.70 -1.79 0.25  0.0154
C: 1.41 -0.83 -0.14  -0.8536
Cl: 2.34 0.54 -0.16  0.5901
C: -0.99 0.94 -0.10  -0.1941
P: -0.24 -0.75 0.17  0.7060

* HOMO level: -8.753 eV
* HOMO-LUMO gap: 8.77 eV

We find ii to be the most stable, with the next structure 0.1658 hartree higher.

--- i ---
The molecule C2H4ClOP, computed with ωB97M-V/def2-TZVPD.

Last column: Löwdin charge in e.
Geometry (Å):
H: 0.88 -1.30 1.01  -0.0729
H: 1.29 1.69 -0.19  0.0928
H: -0.79 0.68 -0.76  0.0188
H: -1.10 -1.16 -0.93  0.0359
Cl: -2.82 -0.07 0.22  0.5233
C: 1.35 0.60 0.09  -0.5954
C: -1.23 -0.26 -0.33  -0.8642
O: 2.30 -0.01 -0.30  -0.0288
P: 0.11 -0.16 1.20  0.8905

* HOMO level: -9.610 eV
* HOMO-LUMO gap: 9.80 eV
* SMILES string: O=CPCCl

--- ii ---
A cluster of 2 separate species, C2H4ClOP in total, computed with ωB97M-V/def2-TZVPD.

Last column: Löwdin charge in e.
Geometry (Å):
C: 1.09 0.63 -0.56  -0.0401
P: -1.67 -0.82 0.64  0.4378
H: 1.20 0.33 -1.58  0.0623
H: 0.70 -1.24 0.16  0.0281
O: -1.82 -1.52 -0.62  -0.4973
H: 1.22 1.66 -0.40  0.0498
Cl: -2.32 1.10 0.57  0.1623
C: 0.90 -0.21 0.43  -0.1935
H: 0.69 0.07 1.36  -0.0094

* HOMO level: -10.093 eV
* HOMO-LUMO gap: 9.41 eV
* SMILES string: O=PCl.C=C

We find ii to be the most stable, with the next structure 0.0510 hartree higher.

--- i ---
A cluster of 4 separate species, CH10N2O3 in total, computed with ωB97M-V/def2-TZVPD.

Last column: Löwdin charge in e.
Geometry (Å):
N: -1.16 -0.67 -0.56  0.0991
H: -0.78 0.26 -0.66  0.0769
H: -1.58 -1.03 0.27  0.0943
H: -2.16 2.60 2.43  0.0276
O: 2.26 -0.70 0.03  -0.0813
N: 0.40 -1.28 -2.12  0.0355
H: 0.93 -2.01 -2.58  0.0476
H: -1.00 2.11 1.52  -0.0226
C: -0.67 -1.53 -1.48  -0.3745
H: 0.92 2.39 1.03  0.0571
H: -1.05 -2.56 -1.44  0.1208
H: 1.74 -0.84 -0.80  -0.0080
O: -1.41 2.01 2.39  -0.0705
H: 1.09 0.96 0.83  0.0376
O: 0.53 1.69 0.51  -0.0726
H: 1.95 -1.39 0.62  0.0329

* HOMO level: -9.532 eV
* HOMO-LUMO gap: 10.27 eV
* SMILES string: [H]/N=C/N.O.O.O

--- ii ---
A cluster of 4 separate species, CH10N2O3 in total, computed with ωB97M-V/def2-TZVPD.

Last column: Löwdin charge in e.
Geometry (Å):
O: -0.44 1.01 -2.60  -0.0669
H: -1.08 2.08 0.94  0.1209
H: -1.27 -0.76 0.13  0.0938
H: -0.09 1.90 -2.73  0.0489
O: 0.88 -1.99 1.60  -0.0868
C: -0.95 1.01 1.15  -0.3785
H: -0.40 1.31 2.93  0.0379
N: -1.28 0.25 0.10  0.0949
H: 0.56 -1.86 0.70  -0.0253
H: 1.88 -1.41 -1.89  0.0644
H: 0.61 -1.19 2.09  -0.0019
H: 1.89 -1.01 -0.41  0.0498
H: -1.41 0.63 -0.83  0.0598
N: -0.53 0.55 2.27  0.0406
O: 1.32 -1.04 -1.19  -0.0586
H: 0.31 0.50 -2.26  0.0071

* HOMO level: -9.251 eV
* HOMO-LUMO gap: 9.69 eV
* SMILES string: [H]/N=C/N.O.O.O

We find ii to be the most stable, with the next structure 0.0171 hartree higher.

--- i ---
A cluster of 2 separate species, ClH3N2 in total, computed with ωB97M-V/def2-TZVPD.

Last column: Löwdin charge in e.
Geometry (Å):
N: -0.20 0.09 1.12  0.0556
N: 0.15 -0.83 -0.60  -0.5198
H: -0.99 0.56 0.79  -0.0248
Cl: 1.38 -0.04 -1.44  0.4713
H: 0.53 0.73 1.04  -0.0444
H: -0.87 -0.51 -0.90  0.0620

* HOMO level (alpha / beta): -10.035 / -10.034 eV
* HOMO-LUMO gap (alpha / beta): 9.71 / 9.71 eV

--- ii ---
The molecule ClH3N2, computed with ωB97M-V/def2-TZVPD.

Last column: Löwdin charge in e.
Geometry (Å):
N: 0.08 0.05 0.70  -0.4497
H: 0.22 -0.33 -1.38  0.0830
H: -1.14 -0.77 -0.74  0.0999
H: 0.91 -0.31 1.16  0.0524
Cl: 0.07 1.96 0.72  0.3234
N: -0.14 -0.60 -0.46  -0.1091

* HOMO level: -9.682 eV
* HOMO-LUMO gap: 10.00 eV
* SMILES string: NNCl

We find ii to be the most stable, with the next structure 0.0671 hartree higher.

--- i ---
The ion C7H7O3S with charge -1, computed with ωB97M-V/def2-TZVPD.

Last column: Löwdin charge in e.
Geometry (Å):
C: -0.12 1.61 -0.68  -0.1609
C: -0.91 1.48 0.65  -0.1639
C: 0.04 0.24 -1.27  -0.1311
O: 1.33 -2.50 -0.39  -0.4094
S: -0.17 -2.42 -0.40  0.4272
H: -1.71 -0.40 1.67  0.1107
C: 1.55 0.82 1.07  0.0566
H: -0.63 -0.04 -2.06  0.0995
H: 2.49 0.73 0.65  0.0577
C: 0.57 1.58 0.64  -0.2314
C: -1.06 0.00 0.89  -0.0568
H: 1.06 -0.10 -1.57  0.1322
O: -0.82 -3.25 0.58  -0.3636
H: -0.53 2.47 -1.20  0.1175
H: 1.47 0.47 2.03  0.0487
H: -1.45 2.29 1.17  0.1355
O: -0.76 -2.35 -1.71  -0.3742
C: -0.36 -0.62 -0.06  -0.2943

* HOMO level: -4.403 eV
* HOMO-LUMO gap: 8.04 eV
* SMILES string: C=C1[C@H]2CC(S(=O)(=O)[O-])=C[C@@H]12
* net charge: -1

--- ii ---
The ion C7H7O3S with charge -1, computed with ωB97M-V/def2-TZVPD.

Last column: Löwdin charge in e.
Geometry (Å):
O: 3.27 0.33 1.37  -0.3885
O: 2.96 -1.71 -0.05  -0.4137
H: 0.07 0.02 -1.81  0.1212
H: -1.30 2.18 1.24  0.1247
H: -3.05 0.35 -1.17  0.1003
C: -2.46 -1.31 0.07  0.0076
C: -1.15 0.51 -0.25  -0.2960
H: -0.10 -1.30 -0.78  0.0997
C: -2.36 -0.14 -0.52  -0.1664
C: 1.13 0.21 -0.01  -0.2814
O: 3.55 0.44 -1.07  -0.3964
H: -1.66 -1.65 0.86  0.1317
H: -3.33 -1.89 0.00  0.0222
C: 0.74 1.24 0.75  -0.0755
H: 1.45 1.86 1.45  0.1440
C: 0.06 -0.27 -0.82  -0.1189
S: 2.91 -0.22 0.08  0.4294
C: -0.73 1.36 0.68  -0.0442

* HOMO level: -4.778 eV
* HOMO-LUMO gap: 8.12 eV
* SMILES string: C=CC1=CC=C(S(=O)(=O)[O-])C1
* net charge: -1

We find ii to be the most stable, with the next structure 0.0500 hartree higher.

--- i ---
The molecule CH3FNOPS, computed with ωB97M-V/def2-TZVPD.

Last column: Löwdin charge in e.
Geometry (Å):
P: 1.91 -0.35 -0.39  0.8402
F: -3.16 -0.92 -0.57  -0.5063
N: -0.67 -0.40 0.36  -0.1694
H: -0.50 -1.39 0.49  0.0627
O: 0.04 1.64 -0.29  -0.0237
H: 2.42 0.82 -0.95  -0.1102
C: 0.21 0.47 -0.09  -0.9075
S: -2.59 0.12 0.56  0.9332
H: 2.35 0.00 0.88  -0.1190

* HOMO level: -9.411 eV
* HOMO-LUMO gap: 8.85 eV
* SMILES string: O=C(P)NSF

--- ii ---
The molecule CH3FNOPS, computed with ωB97M-V/def2-TZVPD.

Last column: Löwdin charge in e.
Geometry (Å):
H: -0.53 0.78 -1.93  0.0779
H: 0.54 -0.44 1.66  -0.1184
N: 0.34 1.21 -1.59  -0.3556
S: 1.32 2.02 -2.71  0.9246
H: -0.19 -0.89 -0.08  -0.1369
O: 1.39 2.00 0.38  -0.0074
F: 2.09 0.62 -3.16  -0.4785
C: 0.57 1.31 -0.16  -0.7578
P: -0.46 0.05 0.86  0.8521

* HOMO level: -9.617 eV
* HOMO-LUMO gap: 9.78 eV
* SMILES string: O=C(P)NSF

We find ii to be the most stable, with the next structure 0.0287 hartree higher.